Here is a structure of composition C40H56GeO2PPtSi2 from the OMol25 dataset. Energies are from wB97M-V/def2-TZVPD.

The calculated total energy comes out at -4824.7582 a.u. The LUMO energy is -3.64 eV. For the orbital gap, the calculation gives 0.2532 Eh. The relative energy (zero: lowest compared OMol25 entry of this formula, charge and spin) is 0.0 kJ/mol.

```
! wB97M-V def2-TZVPD RIJCOSX def2/J DEFGRID3
* xyz 1 1
Pt 0.73201 -1.27416 -0.82041
C -0.00484 -4.72441 -0.73756
Si -0.85907 -3.10723 -1.05842
C -2.26779 -2.91491 0.13977
C -1.49334 -2.87351 -2.78741
C -2.11299 -3.93683 -3.44864
C -2.67569 -3.75471 -4.70222
C -2.62994 -2.50205 -5.30127
C -2.01882 -1.44267 -4.64714
C -1.44016 -1.61687 -3.38612
Si -0.64332 -0.15908 -2.50807
C 0.02206 0.98239 -3.82064
C -1.76247 0.91505 -1.47194
H -0.78714 -5.48992 -0.70489
H 0.48710 -4.73491 0.23629
H 0.69871 -5.00588 -1.51256
H -3.06082 -3.59130 -0.19457
H -2.67219 -1.90263 0.14646
H -1.97296 -3.19042 1.15156
H -2.16266 -4.91755 -2.98680
H -3.15119 -4.58422 -5.20883
H -3.07088 -2.35102 -6.27776
H -1.99451 -0.47545 -5.13496
H -0.85203 1.34243 -4.37144
H 0.69473 0.53096 -4.53803
H 0.48321 1.86494 -3.37397
H -1.88231 1.86154 -2.00555
H -1.38562 1.11592 -0.47311
H -2.74743 0.45907 -1.35066
O -1.19992 0.04029 1.30665
C -0.52585 -0.82996 1.80832
O 0.22944 -1.64849 1.09929
C -0.45583 -1.05668 3.29460
C -1.42966 -0.20983 4.11240
Ge -1.68552 1.66888 3.55434
C -0.06241 2.41092 2.74096
C 1.16263 2.30768 3.39907
C 2.30140 2.92589 2.89733
C 2.22884 3.66136 1.72174
C 1.01969 3.76164 1.04684
C -0.11422 3.13952 1.55434
C -1.90583 2.69488 5.20573
C -2.54142 2.13721 6.31397
C -2.72978 2.86968 7.47725
C -2.28211 4.18108 7.54982
C -1.64436 4.75197 6.45766
C -1.45758 4.01152 5.29888
C -3.25205 2.05522 2.45399
C -3.71190 3.37130 2.41556
C -4.82153 3.72150 1.65769
C -5.50733 2.75114 0.94354
C -5.07793 1.43148 0.99192
C -3.95699 1.09111 1.73594
H 0.57842 -0.84821 3.58491
H -0.59572 -2.12689 3.46915
H -1.05676 -0.15383 5.13715
H -2.40701 -0.69358 4.17136
H 1.22819 1.77090 4.34091
H 3.23764 2.85421 3.43727
H 3.10852 4.16544 1.34071
H 0.95403 4.34517 0.13611
H -1.05874 3.23858 1.02861
H -2.90654 1.11569 6.27633
H -3.22672 2.41892 8.32684
H -2.42780 4.75523 8.45553
H -1.28858 5.77307 6.51061
H -0.94011 4.46722 4.46029
H -3.20762 4.14037 2.99158
H -5.15744 4.75051 1.63730
H -6.38031 3.01873 0.36209
H -5.62166 0.66458 0.45344
H -3.63050 0.06070 1.75661
C 2.61798 -1.42450 -4.92056
C 3.33690 -0.80824 -3.71211
C 3.50621 0.70357 -3.90422
P 2.63073 -1.32105 -2.08145
C 3.12926 -3.09831 -1.87874
C 2.58782 -4.00716 -2.98804
C 4.63383 -3.34084 -1.71529
C 3.51189 -0.39892 -0.72198
C 5.01405 -0.14111 -0.91128
C 2.80791 0.91901 -0.37128
H 3.07352 -1.02892 -5.82911
H 1.55876 -1.17834 -4.94387
H 2.70033 -2.50397 -4.95977
H 4.34095 -1.24269 -3.65253
H 2.55856 1.22529 -3.93201
H 3.99708 0.86959 -4.86420
H 4.12225 1.16967 -3.14175
H 2.65256 -3.37692 -0.93260
H 3.28594 -4.03482 -3.82391
H 1.60791 -3.70745 -3.36351
H 2.51657 -5.02536 -2.60709
H 5.21301 -2.92501 -2.54060
H 4.80992 -4.41772 -1.71012
H 5.02105 -2.94766 -0.77866
H 3.41235 -1.08814 0.12738
H 5.22395 0.51304 -1.75234
H 5.59138 -1.05048 -1.04056
H 5.38509 0.36060 -0.01586
H 2.94916 1.66182 -1.15834
H 3.22711 1.32151 0.55045
H 1.72523 0.84485 -0.19182
*
```